Version A
C5H12NO | ωB97M-V/def2-TZVPD

Element x y z (Å)
C1 1.872 -1.450 -1.750
N1 0.550 -0.848 -1.556
C2 0.698 0.681 -1.657
O1 1.437 1.121 -2.654
H1 2.348 -1.068 -2.658
H2 1.788 -2.541 -1.755
H3 2.509 -1.192 -0.898
H4 0.058 -1.039 -2.429
H5 1.061 0.950 -0.627
H6 -0.375 1.007 -1.715
C3 -1.275 -0.303 1.144
C4 -1.101 0.984 1.892
C5 -1.456 1.174 3.156
H7 -0.339 -0.773 0.861
H8 -1.928 -0.963 1.724
H9 -1.831 -0.133 0.221
H10 -0.783 1.852 1.330
H11 -1.303 2.141 3.623
H12 -1.932 0.400 3.748

Results
Frontier orbital gap   6.21 eV
Charge   -1



Version B
C5H12NO | ωB97M-V/def2-TZVPD

Element x y z (Å)
C1 -1.322 0.802 -0.566
O1 -1.766 1.825 -1.376
C2 0.290 0.435 -0.218
C3 0.551 -0.870 0.737
C4 1.778 -1.799 0.166
C5 -0.676 -1.731 0.713
N1 0.947 1.615 0.461
H1 -1.777 1.073 0.353
H2 -1.552 -0.148 -0.939
H3 0.808 0.101 -1.156
H4 0.826 -0.442 1.728
H5 1.757 -2.534 0.910
H6 1.627 -2.121 -0.960
H7 2.826 -1.200 0.281
H8 -1.106 -1.841 -0.328
H9 -1.517 -1.381 1.321
H10 -0.513 -2.723 1.162
H11 0.527 2.512 0.331
H12 1.860 1.785 0.080

Results
Frontier orbital gap   6.06 eV
Structure (SMILES)   CC(C)[C@H](N)C[O-]
Charge   -1



Version C
C5H12NO | ωB97M-V/def2-TZVPD

Element x y z (Å)
C1 -0.682 -0.517 -1.015
N1 -0.901 -0.870 -2.445
C2 -0.909 0.498 -2.630
O1 0.299 -2.277 1.915
C3 0.513 0.428 -0.543
C4 1.000 0.212 0.825
C5 0.068 0.710 2.056
H1 -0.401 -1.546 -0.548
H2 -1.593 -0.435 -0.275
H3 0.684 -2.795 1.185
H4 -0.121 1.063 -3.073
H5 -1.884 1.049 -2.490
H6 1.207 0.505 -1.340
H7 0.229 1.688 -0.487
H8 1.935 0.728 0.997
H9 0.964 -0.809 1.122
H10 0.535 1.682 2.226
H11 -1.009 0.873 1.790
H12 0.064 -0.188 2.730

Results
Frontier orbital gap   5.82 eV
Charge   -1



Of them, version A has the highest stability.



Version A
C6H13N3O | ωB97M-V/def2-TZVPD

Element x y z (Å)
C1 1.295 -1.709 -0.892
C2 1.223 1.525 -1.149
C3 0.728 -1.016 0.333
C4 0.806 1.285 0.273
N1 1.536 1.636 1.263
O1 0.985 -1.388 1.454
H1 1.098 1.513 2.173
H2 0.745 -1.446 -1.795
H3 2.332 -1.386 -1.014
H4 1.290 -2.791 -0.742
H5 1.096 2.587 -1.387
H6 2.276 1.275 -1.258
H7 0.628 0.944 -1.852
C5 -1.897 -0.901 1.204
C6 -1.236 -0.204 0.042
N2 -0.726 1.276 0.390
N3 -1.607 -0.256 -1.191
H8 -0.990 1.506 1.348
H9 -1.177 1.890 -0.296
H10 -2.159 -1.091 -1.377
H11 -2.818 -0.369 1.470
H12 -2.167 -1.917 0.918
H13 -1.259 -0.962 2.085

Results
Frontier orbital gap (spin up / spin down)   6.98 / 6.98 eV



Version B
C6H13N3O | ωB97M-V/def2-TZVPD

Element x y z (Å)
C1 2.063 -1.424 0.064
C2 1.786 -0.090 -0.006
C3 0.827 0.585 0.938
C4 -0.457 1.111 0.247
C5 -0.742 0.528 -1.131
N1 -1.268 -0.822 -0.782
C6 -2.140 -0.411 0.238
N2 -3.294 -1.027 0.386
N3 -1.712 0.674 0.935
H1 3.058 -1.792 0.289
H2 1.281 -2.175 -0.103
H3 2.245 0.551 -0.799
H4 1.376 1.402 1.402
H5 0.537 -0.158 1.691
H6 -0.374 2.189 0.115
H7 0.016 0.570 -1.903
H8 -1.630 1.067 -1.477
H9 -0.577 -1.349 -0.232
H10 -3.769 -1.137 1.268
H11 -3.728 -1.402 -0.443
H12 -1.556 0.518 1.928
O1 3.672 1.621 -1.319
H13 4.385 0.972 -1.306

Results
Frontier orbital gap   3.59 eV



Version C
C6H13N3O | ωB97M-V/def2-TZVPD

Element x y z (Å)
C1 -1.449 -1.669 -0.595
N1 -0.771 -0.386 -0.806
C2 -1.491 0.822 -0.013
N2 -1.529 1.937 -0.844
O1 -2.384 0.579 0.773
H1 -0.657 -0.182 -1.798
H2 -0.643 2.232 -1.228
H3 -2.025 2.704 -0.410
H4 -0.860 -2.469 -1.041
H5 -1.576 -1.819 0.475
H6 -2.438 -1.630 -1.048
C3 1.566 -1.444 0.471
C4 0.878 -0.225 -0.120
C5 0.711 1.162 2.009
C6 1.632 0.478 -1.103
N3 0.258 0.595 0.972
H7 1.939 -2.092 -0.323
H8 2.440 -1.122 1.039
H9 0.936 -2.026 1.146
H10 0.409 2.172 2.290
H11 1.222 0.580 2.781
H12 1.124 1.266 -1.652
H13 2.708 0.537 -0.976

Results
Frontier orbital gap (spin up / spin down)   7.21 / 7.21 eV



Of them, version A has the highest stability.